(1)
Here is a molecular structure, C19H38N3S2Se2Si2Ti at a distorted geometry from the Open Molecules 2025 dataset. Energies are from ωB97M-V with the def2-TZVPD basis set.

Frontier orbital gap (spin up / spin down) = 4.88 / 7.77 eV
2S+1 = 4
DFT total energy = -216022.700 eV
Energy above the lowest of the compared OMol25 structures with the same formula, charge and spin = 2.0587 eV
HOMO (spin up / spin down) = -4.97 / -7.86 eV
Expectation value of S² = 3.77

Last column: Löwdin charge in e.
Element x y z (Å)
Ti  -0.6469  0.5492  -0.1344  0.32
C  2.5454  1.1888  3.2851  -0.35
Se  1.0955  0.1924  2.4198  0.91
C  -0.2280  0.6288  3.8175  -0.53
C  -0.7596  2.0360  3.6856  -0.48
Se  -1.4578  2.3062  1.7681  0.89
C  -3.1317  1.3790  2.2178  -0.37
H  2.8584  0.6570  4.1817  0.03
H  2.1857  2.1814  3.5396  0.02
H  3.3754  1.2674  2.5917  0.01
H  0.2810  0.4662  4.7707  0.07
H  -1.0299  -0.1049  3.7203  0.03
H  0.0236  2.7810  3.8534  0.05
H  -1.5707  2.2178  4.3929  0.06
H  -3.5219  1.8117  3.1387  0.03
H  -2.9545  0.3085  2.3274  -0.03
H  -3.8230  1.5531  1.3959  -0.02
C  1.6135  3.2515  -1.4623  -0.17
Si  0.9995  1.9055  -2.6874  0.52
C  2.1933  1.7720  -4.1862  -0.17
C  -0.7048  2.4807  -3.3293  -0.18
C  0.8163  0.3077  -1.7021  -0.44
C  -0.1703  -0.6229  -2.2837  -0.41
C  -0.0830  -1.4164  -3.4152  -0.01
C  -1.1646  -2.2158  -3.7707  -0.04
C  -2.3130  -2.1939  -2.9849  -0.05
C  -2.3496  -1.3668  -1.8799  -0.15
N  -1.2913  -0.6251  -1.5282  -0.11
Si  2.3583  -0.6318  -1.1920  0.49
C  3.4814  0.4882  -0.1197  -0.19
C  1.7460  -2.1304  -0.1665  -0.20
C  3.4387  -1.4153  -2.5676  -0.17
H  1.4219  4.2428  -1.8588  0.02
H  2.6760  3.1870  -1.2597  0.01
H  1.0754  3.1618  -0.5113  0.01
H  2.2269  2.7048  -4.7395  0.02
H  1.8666  0.9942  -4.8680  0.02
H  3.2043  1.5340  -3.8769  0.01
H  -0.6293  3.1261  -4.1985  0.03
H  -1.2291  3.0267  -2.5481  -0.01
H  -1.3199  1.6285  -3.6054  0.02
H  0.8149  -1.3932  -4.0100  0.11
H  -1.1124  -2.8245  -4.6586  0.11
H  -3.1668  -2.8076  -3.2314  0.10
H  -3.2340  -1.2756  -1.2561  0.09
H  2.9024  1.2881  0.3402  -0.01
H  4.2736  0.9521  -0.6966  0.03
H  3.9467  -0.0903  0.6724  0.02
H  0.8825  -1.8366  0.4317  -0.10
H  2.5106  -2.5195  0.4994  0.03
H  1.4245  -2.9362  -0.8208  0.04
H  3.8423  -0.6715  -3.2449  0.01
H  2.8699  -2.1246  -3.1601  0.01
H  4.2755  -1.9579  -2.1377  0.02
C  -3.9995  -2.4427  2.8880  -0.10
N  -2.6736  -2.6640  3.4016  -0.04
C  -1.5402  -2.3924  2.7100  -0.79
N  -0.3523  -2.6683  3.3326  0.09
S  -1.5582  -1.6522  1.2024  0.77
H  -4.6413  -3.2942  3.1110  0.09
H  -3.9222  -2.3256  1.8081  0.05
H  -4.4541  -1.5386  3.3063  0.09
H  -2.5779  -3.0114  4.3450  0.14
H  -0.3257  -3.3657  4.0593  0.11
H  0.4635  -2.6181  2.7396  0.06
S  -3.6014  1.7837  -1.2652  0.55
C  -2.1521  1.7766  -0.5929  -0.95

(2)
Here is 4 unconnected molecules or ions with the total composition C18H27I2N6O at a distorted geometry from the Open Molecules 2025 dataset. Energies are from ωB97M-V with the def2-TZVPD basis set.

Frontier orbital gap = 6.00 eV
Net charge = +1
DFT total energy = -46285.311 eV
HOMO = -9.73 eV

Last column: Löwdin charge in e.
Element x y z (Å)
C  0.7552  -0.4568  -2.6527  -0.16
C  0.3353  -1.9283  -2.5984  -0.83
I  -0.2492  -2.7024  -4.5109  0.91
C  -0.7834  -2.0457  -1.5200  -0.73
I  0.2035  -2.5960  0.3404  0.96
N  -1.7403  -3.1104  -1.7759  0.01
C  -2.9260  -2.9188  -2.2594  -0.49
N  -3.7164  -3.9552  -2.5349  0.23
N  -3.3454  -1.6455  -2.5426  0.08
C  -3.9713  -0.8723  -1.4350  -0.08
C  -4.8479  -1.6191  -0.4418  -0.27
O  -5.6201  -1.0156  0.1720  0.12
H  0.6418  -0.0611  -1.6432  0.06
H  1.7971  -0.3351  -2.9149  0.09
H  0.1093  0.1380  -3.2883  0.08
H  1.1852  -2.4840  -2.2445  0.02
H  -1.2356  -1.0950  -1.3097  0.06
H  -1.4203  -4.0512  -1.5884  0.14
H  -4.6766  -3.8404  -2.2419  0.13
H  -3.3247  -4.8486  -2.2617  0.14
H  -3.9264  -1.7049  -3.3721  0.15
H  -4.6141  -0.1373  -1.8989  0.14
H  -3.2177  -0.2905  -0.9125  0.13
H  -4.7633  -2.7021  -0.2234  0.13
N  2.6628  3.3539  -0.9951  -0.02
C  2.1320  4.6048  -1.1608  -0.13
C  1.0092  4.6924  -0.3828  -0.10
C  0.8575  3.4458  0.2833  -0.11
C  1.8934  2.6426  -0.1136  -0.17
H  3.4893  3.0117  -1.4513  0.14
H  2.5980  5.3213  -1.8154  0.11
H  0.3688  5.5542  -0.2975  0.09
H  0.0785  3.1726  0.9761  0.09
H  2.1513  1.6314  0.1546  0.10
N  -3.7893  -1.4044  2.7966  0.01
C  -3.0907  -2.5855  2.8110  -0.18
C  -2.3362  -2.6150  3.9527  -0.11
C  -2.5883  -1.4080  4.6566  -0.10
C  -3.4891  -0.6855  3.9215  -0.13
H  -4.4250  -1.1102  2.0780  0.10
H  -3.1930  -3.3015  2.0114  0.09
H  -1.6783  -3.4138  4.2528  0.09
H  -2.1595  -1.1071  5.5975  0.10
H  -3.9418  0.2745  4.1013  0.11
N  5.6534  3.2750  2.1168  0.01
C  5.3102  2.9208  0.8418  -0.14
C  6.3158  2.1346  0.3408  -0.11
C  7.3007  2.0072  1.3570  -0.11
C  6.8618  2.7201  2.4396  -0.14
H  5.1023  3.8547  2.7234  0.15
H  4.3852  3.2567  0.4006  0.07
H  6.3440  1.6981  -0.6448  0.08
H  8.2244  1.4561  1.2986  0.09
H  7.3037  2.8808  3.4080  0.11

(3)
Here is a molecular structure, C22H25MgN2S3Si2 at a distorted geometry from the Open Molecules 2025 dataset. Energies are from ωB97M-V with the def2-TZVPD basis set.

Frontier orbital gap = 5.10 eV
Net charge = -1
DFT total energy = -79909.654 eV
Energy above the lowest of the compared OMol25 structures with the same formula, charge and spin = 0.9800 eV
HOMO = -3.27 eV

Last column: Löwdin charge in e.
Element x y z (Å)
Mg  -0.3680  1.0235  1.0768  0.26
C  3.2901  -0.5635  0.5341  -0.26
Si  1.8197  -0.0766  1.6967  0.50
C  2.6911  0.6324  3.2705  -0.26
C  1.1396  -1.8042  2.2759  -0.31
C  2.0547  -2.6821  2.8557  -0.13
C  1.6898  -3.9254  3.3370  -0.12
C  0.3695  -4.3230  3.2412  -0.12
C  -0.5480  -3.4696  2.6586  -0.13
C  -0.1978  -2.2121  2.1693  -0.31
Si  -1.6307  -1.1402  1.4097  0.49
C  -2.4432  -2.3310  0.1142  -0.26
C  -2.9347  -1.0781  2.8350  -0.27
H  4.0680  -1.1180  1.0547  0.00
H  3.7460  0.3218  0.1003  0.00
H  2.9352  -1.1766  -0.2876  -0.02
H  3.5117  0.0156  3.6298  0.00
H  1.9686  0.7371  4.0753  0.01
H  3.0874  1.6216  3.0577  0.00
H  3.0918  -2.3840  2.9425  0.08
H  2.4257  -4.5791  3.7887  0.09
H  0.0597  -5.2890  3.6206  0.09
H  -1.5781  -3.7945  2.5903  0.08
H  -2.8638  -3.2235  0.5731  0.00
H  -1.7148  -2.6460  -0.6261  -0.01
H  -3.2442  -1.8238  -0.4163  0.00
H  -3.3165  -2.0575  3.1137  0.00
H  -3.7799  -0.4632  2.5386  0.00
H  -2.4922  -0.6232  3.7168  0.01
S  -1.0742  2.7357  3.2967  0.54
C  -1.2212  3.5748  1.8863  -1.19
N  -0.9817  3.0902  0.6939  -0.09
C  -1.1807  3.9809  -0.3080  -0.33
C  -1.0032  3.7188  -1.6622  -0.02
C  -1.2475  4.7225  -2.5792  -0.11
C  -1.6654  5.9828  -2.1646  -0.12
C  -1.8463  6.2652  -0.8183  -0.11
C  -1.6050  5.2647  0.1031  -0.49
S  -1.7484  5.3082  1.8418  0.97
H  -0.6761  2.7306  -1.9506  0.07
H  -1.1116  4.5268  -3.6353  0.09
H  -1.8525  6.7522  -2.9022  0.09
H  -2.1695  7.2446  -0.4932  0.10
S  0.1568  -0.2392  -1.6367  0.67
C  0.4964  -0.9639  -3.1084  -0.74
N  -0.1301  -0.4482  -4.2374  0.04
C  0.0876  -0.9351  -5.4949  -0.09
C  0.9381  -1.9743  -5.6890  -0.09
C  1.5936  -2.5513  -4.5725  -0.05
C  1.3615  -2.0466  -3.3098  -0.09
H  -0.7445  0.3344  -4.0688  0.13
H  -0.4484  -0.4495  -6.2961  0.12
H  1.1140  -2.3554  -6.6818  0.10
H  2.2742  -3.3759  -4.7195  0.11
H  1.8475  -2.4608  -2.4404  0.11

(4)
Here is a molecular structure, C24H43CrIP2 at a distorted geometry from the Open Molecules 2025 dataset. Energies are from ωB97M-V with the def2-TZVPD basis set.

Frontier orbital gap (spin up / spin down) = 8.45 / 8.30 eV
Net charge = +1
2S+1 = 4
DFT total energy = -80681.327 eV
Energy above the lowest of the compared OMol25 structures with the same formula, charge and spin = 0.4377 eV
HOMO (spin up / spin down) = -11.06 / -11.24 eV
Expectation value of S² = 3.85

Last column: Löwdin charge in e.
Element x y z (Å)
Cr  0.1128  -1.1261  1.5575  0.06
C  2.0312  -2.0533  1.8656  -0.28
C  2.0862  -0.6487  2.2159  -0.29
C  0.5613  -1.6865  3.6334  -0.30
C  1.0880  -2.6830  2.7466  -0.31
C  1.1885  -0.4337  3.3256  -0.28
C  2.9399  -2.7745  0.9261  -0.01
H  3.4499  -2.0836  0.2487  0.07
H  2.3872  -3.5143  0.3310  0.08
H  3.7074  -3.3151  1.5000  0.11
C  0.8217  -4.1445  2.8630  -0.04
H  1.0685  -4.6612  1.9303  0.09
H  -0.2309  -4.3420  3.0918  0.04
H  1.4321  -4.5732  3.6713  0.11
C  -0.3204  -1.9532  4.8043  -0.02
H  0.2596  -2.3119  5.6690  0.11
H  -1.0685  -2.7148  4.5650  0.07
H  -0.8543  -1.0476  5.1128  0.08
C  1.1238  0.7777  4.1971  -0.02
H  1.7468  0.6244  5.0916  0.11
H  0.1019  0.9709  4.5447  0.07
H  1.4937  1.6665  3.6788  0.07
C  3.1125  0.3304  1.7531  -0.02
H  3.9657  0.3120  2.4486  0.11
H  2.7286  1.3601  1.7321  0.08
H  3.4983  0.0789  0.7586  0.07
C  -0.9534  0.2175  -3.9961  -0.14
C  0.3650  0.3801  -4.2247  -0.14
C  0.9849  1.6603  -4.7262  -0.18
C  0.3865  2.9808  -4.1675  -0.18
C  -0.1580  2.9365  -2.7611  -0.11
C  -1.4659  2.7668  -2.4853  -0.15
C  -2.4955  2.2397  -3.4506  -0.17
C  -1.9840  1.1903  -4.4846  -0.17
H  0.9022  1.6803  -5.8293  0.12
H  -0.3833  3.3537  -4.8656  0.11
H  2.0629  1.6569  -4.4988  0.11
H  -1.6061  1.7209  -5.3718  0.11
H  -1.3382  -0.7214  -3.5699  0.08
H  1.0404  -0.4888  -4.2279  0.12
H  -2.8580  0.6120  -4.8281  0.12
H  -3.3274  1.7846  -2.8807  0.11
H  -1.8724  3.1345  -1.5321  0.10
H  -2.9416  3.0878  -4.0078  0.13
H  1.1879  3.7418  -4.1966  0.12
H  0.5561  3.2015  -1.9668  0.11
P  -0.1414  -1.0414  -0.7047  0.75
P  -1.3463  0.8536  1.5644  0.80
C  -1.5288  0.0801  -1.1104  -0.40
C  -2.3405  0.6703  0.0360  -0.39
H  -2.2070  -0.4374  -1.7990  0.10
H  -1.0254  0.8646  -1.6847  0.03
H  -2.7505  1.6571  -0.2299  0.08
H  -3.1775  -0.0012  0.2798  0.06
C  -2.5545  0.8651  2.8939  -0.24
H  -2.0473  0.9522  3.8621  0.04
H  -3.1338  -0.0633  2.8733  0.01
H  -3.2154  1.7263  2.7407  0.07
C  -0.5077  2.4504  1.5408  -0.22
H  -1.1963  3.2170  1.1614  0.06
H  0.3898  2.4143  0.9084  0.04
H  -0.2109  2.7014  2.5682  0.05
C  -0.3988  -2.5467  -1.6430  -0.25
H  0.4709  -3.2025  -1.5015  0.06
H  -0.5179  -2.3178  -2.7082  0.04
H  -1.2946  -3.0503  -1.2589  0.00
C  1.3564  -0.2179  -1.2676  -0.21
H  1.6819  0.5702  -0.5811  0.04
H  1.1739  0.2355  -2.2451  0.01
H  2.1487  -0.9660  -1.3754  0.06
I  -2.1607  -2.6031  1.4893  0.56